DFT (ωB97M-V/def2-TZVPD) results for a molecular structure, C33H35Cl5N4P2Ti in a non-equilibrium geometry.

Element x y z (Å)
Ti: -0.84050 -2.08523 0.83747
C: -0.15627 3.38951 3.48868
C: -0.64445 3.01768 2.28443
C: 0.23230 2.61868 1.13642
C: 1.32785 1.65651 1.64361
C: 2.62864 2.31074 1.98256
C: 2.83437 3.63539 1.98785
C: 1.88776 4.68365 2.46284
C: 0.99883 4.30855 3.69287
C: 0.95677 -3.11327 1.43973
H: -0.62874 3.03413 4.41237
H: -1.71967 2.90271 2.11516
H: 0.67201 3.48091 0.62921
H: -0.35802 2.09956 0.38002
H: 0.94766 1.13907 2.53004
H: 1.49742 0.83418 0.92915
H: 3.45338 1.59939 2.16274
H: 3.78672 4.02472 1.63555
H: 1.27922 5.13365 1.67244
H: 2.53961 5.48299 2.83976
H: 1.65136 3.86063 4.45791
H: 0.63483 5.26127 4.12287
H: 1.68926 -2.40453 1.86949
H: 1.38783 -3.78900 0.68111
H: 0.48996 -3.73783 2.21832
P: 1.38507 -1.52086 -0.74745
P: -2.39529 -0.72573 -0.49671
N: 2.66233 -0.30416 -1.20569
N: 1.93269 -2.66388 -2.10712
N: -2.24523 0.90189 -1.45627
N: -3.83542 -1.17628 -1.53909
C: 0.09832 -0.71929 -1.69427
C: -1.15570 -1.58286 -1.58910
C: 3.85821 -0.12014 -0.51178
C: 4.70545 0.68407 -1.27620
C: 4.01334 0.99108 -2.48884
C: 2.77615 0.38054 -2.41823
C: 2.62638 -3.85628 -1.91365
C: 3.01440 -4.36597 -3.15015
C: 2.57302 -3.44151 -4.14312
C: 1.92717 -2.40915 -3.47550
C: -2.61236 2.15351 -0.96893
C: -2.32975 3.12622 -1.92309
C: -1.73539 2.46611 -3.04169
C: -1.75170 1.10620 -2.75223
C: -4.52989 -0.37836 -2.45569
C: -5.13481 -1.17809 -3.41902
C: -4.83579 -2.53817 -3.07904
C: -4.04180 -2.50406 -1.94069
H: 0.31863 -0.56521 -2.74950
H: -0.00496 0.27896 -1.24165
H: -1.62922 -1.87252 -2.54347
H: -0.95807 -2.60663 -1.12333
H: 3.98491 -0.56741 0.45813
H: 5.69651 1.00137 -1.01072
H: 4.37851 1.57559 -3.32286
H: 1.96704 0.39136 -3.13483
H: 2.77991 -4.23701 -0.91309
H: 3.56009 -5.27875 -3.32975
H: 2.71141 -3.50437 -5.21155
H: 1.47150 -1.51680 -3.88140
H: -3.06859 2.22704 0.01034
H: -2.55129 4.18607 -1.84184
H: -1.37518 2.91052 -3.96217
H: -1.39900 0.29153 -3.36446
H: -4.51287 0.69661 -2.38323
H: -5.70470 -0.82570 -4.26577
H: -5.15516 -3.41999 -3.60838
H: -3.57050 -3.29986 -1.39110
Cl: -1.99008 -3.96720 0.42445
C: -1.83366 -1.94366 2.69259
C: -0.75287 -1.09513 2.79262
C: -0.40259 -0.58828 4.04581
Cl: 1.20748 -0.06696 4.43683
C: -1.29657 -0.73182 5.13630
Cl: -1.01706 0.10327 6.60716
C: -2.40818 -1.61764 5.02043
Cl: -3.40874 -1.91593 6.37195
C: -2.65002 -2.27280 3.78287
Cl: -3.90424 -3.43756 3.68056

Computed properties:
- Expectation value of S²: 2.022
- Highest occupied orbital energy (alpha / beta): -0.2788 / -0.2978 Eh
- Spin multiplicity: 3
- Net charge: 0
- Frontier orbital gap (alpha / beta): 6.541 / 3.735 eV

Let us look at the Löwdin charges, expressed in e, one per atom:
1. Ti 0.22
2. C -0.13
3. C -0.09
4. C -0.18
5. C -0.21
6. C -0.10
7. C -0.12
8. C -0.20
9. C -0.19
10. C -0.33
11. H 0.10
12. H 0.09
13. H 0.11
14. H 0.07
15. H 0.00
16. H 0.08
17. H 0.10
18. H 0.10
19. H 0.11
20. H 0.11
21. H 0.11
22. H 0.12
23. H -0.01
24. H -0.03
25. H 0.00
26. P 1.15
27. P 1.12
28. N -0.23
29. N -0.19
30. N -0.24
31. N -0.23
32. C -0.46
33. C -0.44
34. C -0.15
35. C -0.09
36. C -0.08
37. C -0.15
38. C -0.14
39. C -0.09
40. C -0.09
41. C -0.15
42. C -0.18
43. C -0.09
44. C -0.07
45. C -0.17
46. C -0.15
47. C -0.09
48. C -0.09
49. C -0.18
50. H 0.04
51. H 0.08
52. H 0.12
53. H -0.01
54. H 0.10
55. H 0.09
56. H 0.09
57. H 0.09
58. H 0.09
59. H 0.09
60. H 0.09
61. H 0.08
62. H 0.10
63. H 0.10
64. H 0.10
65. H 0.10
66. H 0.10
67. H 0.09
68. H 0.09
69. H 0.03
70. Cl 0.18
71. C -0.29
72. C -0.21
73. C -0.61
74. Cl 0.79
75. C -0.68
76. Cl 0.71
77. C -0.68
78. Cl 0.72
79. C -0.64
80. Cl 0.77

=====

DFT (ωB97M-V/def2-TZVPD) results for a single C2F4 molecule in a non-equilibrium geometry.

Element x y z (Å)
C: -0.78862 -0.51501 -0.41227
C: 0.43752 -0.09819 0.25993
F: -1.87123 0.02672 0.03820
F: 0.31764 0.31387 1.50832
F: 0.22117 0.91051 -0.92977
F: 1.50325 -0.84152 0.02982

Computed properties:
- Energy relative to the best compared isomer or geometry (same formula, charge and spin): 69.7 kcal/mol
- Highest occupied orbital energy: -0.3550 Eh
- Net charge: 0
- Frontier orbital gap: 9.751 eV

Let us look at the Löwdin charges, expressed in e, one per atom:
1. C -0.02
2. C -0.47
3. F 0.09
4. F 0.19
5. F 0.01
6. F 0.19

=====

DFT (ωB97M-V/def2-TZVPD) results for a molecular structure, C15H35CrN4O6P in a non-equilibrium geometry.

Element x y z (Å)
O: -3.18356 2.16057 -2.34665
H: -4.08160 1.95374 -2.63194
Cr: -0.15366 -0.11727 -0.52458
N: -2.28413 -0.46126 0.00752
N: -0.93172 1.57572 0.71550
N: 1.12471 -1.01440 -2.14038
N: 1.53025 1.11521 -0.83422
O: -2.87190 -1.51801 -0.36444
O: 0.56261 -1.66004 -3.10666
O: 1.72164 2.31901 -0.23877
O: -0.21282 2.54663 1.17568
C: -2.21414 1.57706 1.11603
C: -3.00674 0.51237 0.62502
C: 2.32904 -0.41187 -2.39757
C: 2.57595 0.73366 -1.59889
C: -4.49469 0.47349 0.87275
H: -5.08307 1.00763 0.09129
H: -4.75067 0.97146 1.83370
H: -4.82838 -0.57428 0.91288
C: -2.62948 2.59737 2.10501
H: -2.57708 3.63029 1.73257
H: -1.98199 2.53467 2.99083
H: -3.64906 2.42279 2.44554
C: 3.28077 -0.85185 -3.47293
C: 3.88316 1.47029 -1.63536
H: 2.75666 -1.35918 -4.29492
H: 4.00959 -1.56095 -3.03806
H: 3.86089 -0.00891 -3.88875
H: 3.86252 2.34536 -0.97913
H: 4.16630 1.81358 -2.64372
H: 4.69125 0.80320 -1.29387
H: -0.95999 -0.57701 -2.86267
H: 0.87588 2.48142 0.39447
C: -2.12170 3.62990 -2.59824
H: -2.46900 4.39978 -1.95777
H: -2.18144 3.77585 -3.65820
H: -1.23359 3.18002 -2.11971
O: -1.21388 0.21702 -2.30394
H: -2.81459 1.25567 -2.15454
H: -0.82358 1.00515 -2.72779
C: 2.57607 0.02066 2.29511
C: 2.31675 -1.20770 1.40441
P: 0.53687 -1.44024 0.99411
C: 0.26724 -3.02054 0.11738
C: 0.82971 -4.20941 0.87087
C: -0.43847 -1.38009 2.51415
C: 0.16239 -2.20240 3.65289
H: 2.42609 0.96805 1.74940
H: 3.62319 -0.00191 2.63795
H: 1.91440 0.03605 3.17387
H: 2.81434 -1.04514 0.42905
H: 2.72998 -2.13972 1.83845
H: -0.81887 -3.08559 -0.05487
H: 0.72082 -2.89331 -0.87658
H: 0.15516 -4.47688 1.69183
H: 0.93742 -5.07131 0.19996
H: 1.81655 -3.98011 1.29204
H: -0.53119 -0.31475 2.78916
H: -1.46123 -1.71191 2.26632
H: 1.19195 -1.88644 3.86307
H: -0.43389 -2.08793 4.56968
H: 0.18598 -3.26324 3.37668

Computed properties:
- Expectation value of S²: 4.170
- Highest occupied orbital energy (alpha / beta): -0.3498 / -0.3500 Eh
- Spin multiplicity: 4
- Net charge: +1
- Frontier orbital gap (alpha / beta): 4.418 / 4.424 eV

Let us look at the Löwdin charges, expressed in e, one per atom:
1. O 0.05
2. H 0.15
3. Cr 0.67
4. N -0.22
5. N -0.14
6. N -0.19
7. N -0.10
8. O -0.14
9. O -0.15
10. O -0.09
11. O -0.16
12. C -0.30
13. C -0.30
14. C -0.26
15. C -0.26
16. C -0.02
17. H 0.08
18. H 0.08
19. H 0.08
20. C -0.02
21. H 0.09
22. H 0.10
23. H 0.07
24. C -0.01
25. C 0.00
26. H 0.08
27. H 0.10
28. H 0.08
29. H 0.08
30. H 0.09
31. H 0.11
32. H 0.10
33. H -0.01
34. C 0.32
35. H 0.09
36. H 0.09
37. H 0.10
38. O -0.10
39. H 0.11
40. H 0.09
41. C -0.12
42. C -0.34
43. P 0.89
44. C -0.35
45. C -0.13
46. C -0.35
47. C -0.12
48. H 0.07
49. H 0.09
50. H 0.07
51. H 0.08
52. H 0.09
53. H 0.09
54. H 0.07
55. H 0.07
56. H 0.09
57. H 0.06
58. H 0.09
59. H 0.10
60. H 0.07
61. H 0.09
62. H 0.06

=====

DFT (ωB97M-V/def2-TZVPD) results for a single C4H6O2 molecule.

Element x y z (Å)
O: 0.16297 2.36973 0.69241
C: -0.53003 1.92088 -0.17568
O: -0.21758 0.87447 -0.96398
C: 0.61403 -0.05444 -0.29016
C: 0.23975 -1.48206 -0.48644
C: -0.09385 -0.77451 0.80468
H: -1.55388 2.25168 -0.39584
H: 1.63987 0.26894 -0.16309
H: -0.57700 -1.66136 -1.17900
H: 1.02579 -2.22903 -0.49994
H: -1.13872 -0.50115 0.92540
H: 0.42865 -0.98314 1.73164

Computed properties:
- SMILES string: O=COC1CC1
- Energy relative to the best compared isomer or geometry (same formula, charge and spin): 34.1 kcal/mol
- Highest occupied orbital energy: -0.3922 Eh
- Net charge: 0
- Frontier orbital gap: 11.769 eV

Let us look at the Löwdin charges, expressed in e, one per atom:
1. O 0.10
2. C -0.34
3. O 0.00
4. C -0.32
5. C -0.08
6. C -0.09
7. H 0.15
8. H 0.15
9. H 0.11
10. H 0.10
11. H 0.11
12. H 0.11

=====

> The highest net charge belongs to which entry?

C15H35CrN4O6P

=====

> Number 1 is which compound?

C33H35Cl5N4P2Ti

=====

> What is the net charge in the second record?

0